F4HNP2 | ωB97M-V/def2-TZVPD

Element x y z (Å)
F -1.690 -1.789 -0.327
P -1.494 -0.271 -0.651
F -1.185 -0.607 -2.220
N 0.128 -0.124 0.084
P 0.637 1.404 0.560
F 1.153 1.197 2.075
F 2.156 1.297 0.025
H 0.296 -1.105 0.454

## Properties
E_LUMO	0.60	eV
SMILES	FP(F)NP(F)F
energy	-30958.1904	eV
highest occupied orbital energy	-10.98	eV
total charge	0
strongest force on any atom	0.0615	hartree/bohr

Atomic partial charges in e from the Löwdin method, atoms 1 to 4: F -0.26; P 0.76; F -0.30; N -0.41